The following is a quantum chemistry calculation of C45H99BeClN6O9 as an isolated structure, from the OMol25 dataset.

The expectation value of S² is 0.7517. As for the total energy: -88532.715 eV. The calculation puts the energy relative to the best compared isomer or geometry (same formula, charge and spin) at 3.069 eV. As for the molar mass: 912.79 g mol⁻¹.

Geometry as ORCA input:
```
! wB97M-V def2-TZVPD RIJCOSX def2/J DEFGRID3
* xyz 1 2
Cl 28.01 4.47 -4.44
O 29.03 5.11 -3.67
O 33.86 4.11 -2.18
O 21.15 1.44 -2.25
O 27.30 5.54 -5.11
O 28.54 3.53 -5.36
O 25.74 -1.93 -1.23
O 27.13 3.76 -3.50
O 26.80 7.37 -2.30
O 22.70 7.46 -8.76
N 26.95 -1.26 -0.72
N 29.31 8.28 -3.77
N 26.57 7.80 -0.95
N 20.94 2.81 -2.20
N 22.70 8.30 -7.60
N 33.89 2.94 -2.85
C 26.60 7.23 1.51
C 28.43 -2.03 -2.54
C 21.34 8.67 -6.91
C 25.55 8.39 1.82
C 32.67 2.76 -3.63
C 32.65 3.88 -4.71
C 35.30 2.67 -3.32
C 24.07 8.38 -1.07
C 22.30 2.88 -4.28
C 27.97 0.19 1.04
C 27.99 5.87 -0.10
C 20.70 7.43 -6.15
C 25.96 10.15 -1.83
C 36.15 2.31 -2.06
C 20.26 9.07 -8.00
C 20.86 2.93 0.40
C 25.57 8.94 -0.82
C 32.60 1.45 -4.41
C 19.97 4.74 -1.14
C 26.67 -0.53 0.52
C 26.26 -1.56 1.60
C 25.17 8.15 -7.63
C 21.19 5.58 -1.57
C 23.76 6.94 -5.79
C 35.91 3.85 -4.02
C 27.83 -0.77 -1.81
C 22.86 9.78 -5.03
C 24.03 9.44 -5.92
C 18.77 2.66 -1.06
C 25.54 5.58 -0.07
C 20.18 3.24 -1.02
C 27.17 0.14 -2.80
C 22.13 3.55 -2.86
C 21.57 9.86 -5.93
C 31.34 2.80 -2.84
C 28.74 0.93 0.03
C 25.64 9.37 0.66
C 25.66 0.56 0.36
C 26.60 6.66 0.05
C 33.92 1.19 -5.17
C 21.71 5.02 -2.92
C 23.56 3.41 -2.11
C 23.86 8.20 -6.73
C 35.24 1.45 -4.24
C 29.03 -0.07 -1.11
Be 29.01 3.98 -8.13
H 25.36 11.06 -1.75
H 25.01 10.17 1.05
H 20.25 8.46 -8.90
H 28.64 -0.54 1.48
H 23.67 8.12 -0.09
H 23.11 6.11 -6.09
H 24.59 6.05 0.16
H 24.56 7.93 1.87
H 26.36 -0.35 -3.34
H 24.42 3.82 -2.64
H 32.00 3.70 -5.57
H 20.99 7.39 -5.10
H 26.77 1.05 -2.34
H 20.93 5.21 -3.65
H 25.96 7.06 -2.65
H 25.12 -1.25 -1.53
H 28.75 6.61 0.15
H 28.10 5.26 -1.00
H 25.18 -1.61 1.70
H 36.09 1.37 -4.91
H 30.45 2.55 -3.42
H 20.67 9.83 -5.32
H 32.23 4.80 -4.32
H 22.00 5.58 -0.84
H 29.78 8.99 -3.23
H 23.17 3.27 -4.81
H 29.71 7.35 -3.87
H 29.69 1.29 0.41
H 25.09 7.45 -8.46
H 25.76 9.83 -2.85
H 18.80 1.62 -0.76
H 25.65 5.21 -1.09
H 22.48 1.80 -4.30
H 19.61 7.32 -6.19
H 25.85 1.01 -0.61
H 21.11 6.67 -1.62
H 26.12 8.03 -7.11
H 18.16 3.05 -0.25
H 20.45 3.67 1.09
H 20.97 6.50 -6.66
H 21.51 10.87 -6.36
H 29.75 -0.71 -0.59
H 27.55 7.61 1.89
H 24.83 9.47 -5.18
H 24.72 0.06 0.13
H 33.83 0.15 -5.47
H 35.37 0.55 -3.64
H 33.64 4.09 -5.11
H 37.13 1.84 -2.20
H 20.60 10.03 -8.39
H 24.63 6.28 -5.76
H 23.09 10.71 -4.52
H 28.91 -2.68 -1.81
H 35.57 1.63 -1.44
H 29.55 0.49 -1.88
H 28.45 8.03 -3.30
H 22.77 9.03 -4.23
H 37.00 3.88 -4.06
H 18.36 2.75 -2.07
H 25.70 4.77 0.65
H 29.07 -1.77 -3.37
H 23.43 3.90 -1.14
H 31.60 1.30 -4.82
H 27.90 5.20 0.75
H 26.50 6.43 2.24
H 27.04 10.32 -1.94
H 25.30 9.04 -8.24
H 31.24 3.85 -2.56
H 29.11 8.63 -4.70
H 23.60 7.20 -4.74
H 35.65 3.85 -5.08
H 25.76 8.81 2.80
H 23.67 2.33 -1.98
H 26.58 9.75 1.06
H 36.34 3.26 -1.57
H 35.60 4.83 -3.67
H 20.53 2.00 0.87
H 19.23 8.91 -7.69
H 32.68 0.64 -3.68
H 27.59 -2.61 -2.94
H 23.37 9.09 -1.50
H 22.53 5.60 -3.35
H 31.34 2.22 -1.92
H 19.28 4.99 -1.94
H 25.55 1.19 1.24
H 19.54 5.21 -0.25
H 21.38 3.11 -4.81
H 24.01 7.65 -1.87
H 26.53 -1.12 2.56
H 21.94 3.12 0.35
H 27.75 0.90 1.84
H 20.45 1.27 -2.88
H 33.83 4.71 -2.93
H 26.84 -2.47 1.78
H 34.01 1.78 -6.08
H 27.77 0.48 -3.65
H 23.14 7.91 -9.48
H 27.97 1.62 -0.32
H 24.28 10.28 -6.56
*
```

Atom charges from the Löwdin analysis, given in e for atoms 1 to 2:
1. Cl 0.616
2. O -0.370